No. 1
Below is a cluster of 2 separate species, C2H6N2O3P in total at a distorted geometry, with properties calculated with ωB97M-V/def2-TZVPD.

Geometry as XYZ:
```
14
C2H6N2O3P, DFT ωB97M-V/def2-TZVPD
C 1.58900 0.53352 0.98878
C 1.71959 0.83732 -0.46391
N 1.60751 -0.56578 0.06674
N -2.52750 -1.35094 -0.29556
O -1.84084 0.93389 -1.41926
O -1.60601 0.83202 1.15266
O 0.45661 -1.27588 -0.20882
P -1.61631 0.14795 -0.17272
H 2.57796 0.79276 1.52004
H 0.56971 0.76256 1.54298
H 0.85340 1.34286 -0.96400
H 2.70290 0.93818 -0.93981
H -2.27584 -1.80087 -1.17720
H -2.21018 -2.12760 0.37008
```

The calculation puts the energy relative to the best compared isomer or geometry (same formula, charge and spin) at 5.035 eV. As for the orbital gap (spin up / spin down): 7.614 / 7.614 eV. For the strongest force on any atom, the calculation gives 2.8 eV/Å. Its total charge is -1.

Atomic partial charges in e from the Mulliken method, atoms 1 to 4: -0.117, -0.449, -0.228, -0.682



No. 2
Below is an isolated molecule of C2H6N2OS at a distorted geometry, with properties calculated with ωB97M-V/def2-TZVPD.

Geometry as XYZ:
```
12
C2H6N2OS, DFT ωB97M-V/def2-TZVPD
C -1.46608 -0.83127 0.08711
C -0.13349 -0.31675 -0.07843
N 0.95518 -0.93286 0.00602
S 2.61082 -0.25567 0.05171
N -0.22070 1.09007 -0.16024
O 0.90755 1.66014 0.22391
H -1.90658 -0.55276 1.10299
H -2.22918 -0.25794 -0.52359
H -1.56580 -2.02560 -0.06781
H 3.14852 -1.41593 -0.23821
H -1.07886 1.39926 0.14674
H 0.97862 2.43931 -0.55022
```

Its SMILES is C/C(=N/S)NO. The calculation puts the energy relative to the best compared isomer or geometry (same formula, charge and spin) at 4.286 eV. As for the orbital gap: 8.718 eV. For the strongest force on any atom, the calculation gives 6.7 eV/Å. Its total charge is 0.

Atomic partial charges in e from the Mulliken method, atoms 1 to 4: -1.063, 0.728, -0.509, -0.122



No. 3
Below is an isolated molecule of C2H6N2S at a distorted geometry, with properties calculated with ωB97M-V/def2-TZVPD.

Geometry as XYZ:
```
11
C2H6N2S, DFT ωB97M-V/def2-TZVPD
C 1.43018 0.81991 0.04704
C 0.44458 -0.35152 -0.01032
S 0.81969 -1.91398 -0.04639
N -0.76835 0.14758 -0.14799
N -2.02188 -0.65562 -0.02176
H 1.81331 1.04856 -0.98028
H 0.90017 1.58832 0.53923
H 2.33305 0.52082 0.51175
H -1.10579 0.99120 -0.65131
H -2.07480 -0.53390 1.00266
H -1.77016 -1.66136 -0.24264
```

Its SMILES is CC(=S)NN. The calculation puts the energy relative to the best compared isomer or geometry (same formula, charge and spin) at 1.529 eV. As for the orbital gap: 9.260 eV. For the strongest force on any atom, the calculation gives 4.4 eV/Å. Its total charge is 0.

Atomic partial charges in e from the Mulliken method, atoms 1 to 4: -1.063, 0.479, -0.407, -0.120



No. 4
Below is an isolated molecule of C2H6N2S at a distorted geometry, with properties calculated with ωB97M-V/def2-TZVPD.

Geometry as XYZ:
```
11
C2H6N2S, DFT ωB97M-V/def2-TZVPD
C 0.82199 1.40087 2.04325
N 0.23579 0.76471 0.91154
C 0.39951 -0.49921 0.71357
N -0.01042 -1.19430 -0.39324
S -0.81340 -0.32033 -1.66135
H 1.85194 1.04844 2.34673
H 0.11534 1.44872 2.90018
H 0.93817 2.48399 1.68636
H 0.87582 -1.13600 1.52528
H 0.58197 -1.95217 -0.71755
H -0.25555 0.82939 -1.32838
```

Its SMILES is C/N=C/NS. The calculation puts the energy relative to the best compared isomer or geometry (same formula, charge and spin) at 1.344 eV. As for the orbital gap: 9.463 eV. For the strongest force on any atom, the calculation gives 2.9 eV/Å. Its total charge is 0.

Atomic partial charges in e from the Mulliken method, atoms 1 to 4: -0.785, -0.475, 0.111, -0.281



No. 5
Below is a cluster of 2 separate species, C2H6N2S in total at a distorted geometry, with properties calculated with ωB97M-V/def2-TZVPD.

Geometry as XYZ:
```
11
C2H6N2S, DFT ωB97M-V/def2-TZVPD
C 0.38417 1.44453 -0.00184
C 0.88373 -0.04650 -0.21605
H -0.25271 1.96241 0.73250
H 1.56506 1.81793 0.04015
H 0.05663 1.72242 -0.98793
H -0.00328 -1.98329 -0.22725
H -2.02483 -1.71726 -0.44113
H -1.52256 -0.99686 1.13573
N -0.06698 -0.92687 -0.26879
N -1.36380 -0.60574 0.15173
S 2.34456 -0.67078 0.08290
```

The calculation puts the energy relative to the best compared isomer or geometry (same formula, charge and spin) at 4.368 eV. As for the orbital gap: 8.235 eV. For the strongest force on any atom, the calculation gives 6.1 eV/Å. Its total charge is 0.

Atomic partial charges in e from the Mulliken method, atoms 1 to 4: -0.799, 0.192, 0.339, 0.210



No. 6
Below is an isolated molecule of C2H6N2S3 at a distorted geometry, with properties calculated with ωB97M-V/def2-TZVPD.

Geometry as XYZ:
```
13
C2H6N2S3, DFT ωB97M-V/def2-TZVPD
C -0.03908 1.15345 -0.05741
C -0.72146 -0.10829 0.55450
N 0.76159 -1.41131 -1.42193
N -0.56449 1.85706 -1.18786
S -1.77520 1.43401 -2.07386
S 1.62397 -1.46451 1.47271
S 0.07102 -1.71859 -0.11208
H 0.15004 2.05038 0.64398
H 1.04633 0.91823 -0.25442
H -0.55770 -0.23252 1.55936
H -1.82378 -0.15584 0.14993
H 1.03196 -0.38185 -1.61020
H 0.79681 -1.94022 2.33729
```

The calculation puts the energy relative to the best compared isomer or geometry (same formula, charge and spin) at 3.613 eV. As for the orbital gap: 7.277 eV. For the strongest force on any atom, the calculation gives 4.9 eV/Å. Its total charge is 0.

Atomic partial charges in e from the Mulliken method, atoms 1 to 4: -0.509, -0.533, -0.507, -0.178



No. 7
Below is an isolated molecule of C2H6N2Si at a distorted geometry, with properties calculated with ωB97M-V/def2-TZVPD.

Geometry as XYZ:
```
11
C2H6N2Si, DFT ωB97M-V/def2-TZVPD
N 1.20662 0.74891 0.40885
N 1.38610 -0.67256 0.38453
C 0.16242 -0.78199 -0.47593
Si -1.37778 0.05934 0.36711
C 0.13877 0.75622 -0.55562
H 2.06745 1.23064 0.15315
H 1.19848 -1.17434 1.31061
H 0.15471 -1.42013 -1.25380
H -1.65502 -0.46377 1.68060
H -2.39521 -0.41135 -0.57222
H 0.21234 1.44757 -1.28094
```

Its SMILES is N1N[C@H]2[SiH2][C@@H]12. The calculation puts the energy relative to the best compared isomer or geometry (same formula, charge and spin) at 4.177 eV. As for the orbital gap: 8.294 eV. For the strongest force on any atom, the calculation gives 4.2 eV/Å. Its total charge is 0.

Atomic partial charges in e from the Mulliken method, atoms 1 to 4: -0.341, -0.440, -0.571, 0.261



No. 8
Below is the ion C2H6N3 with charge +1 at a distorted geometry, with properties calculated with ωB97M-V/def2-TZVPD.

Geometry as XYZ:
```
11
C2H6N3, DFT ωB97M-V/def2-TZVPD
C -1.09568 0.03128 1.21452
C -0.39226 -0.57190 -0.03050
N -0.06738 -0.97362 1.14808
N 1.37073 0.92555 -0.87435
N 0.52133 0.10110 -1.40993
H -0.85039 0.97476 1.41983
H -2.08126 -0.19129 1.63902
H 0.56229 -1.65413 1.43478
H 1.27661 1.88585 -0.63403
H 0.97387 -0.78241 -1.76866
H -0.21786 0.25480 -2.13876
```

The calculation puts the energy relative to the best compared isomer or geometry (same formula, charge and spin) at 7.696 eV. As for the orbital gap (spin up / spin down): 8.479 / 8.912 eV. For the strongest force on any atom, the calculation gives 4.1 eV/Å. Its total charge is +1.

Atomic partial charges in e from the Mulliken method, atoms 1 to 4: -0.437, 0.156, -0.038, -0.626



No. 9
Below is a structure of composition C2H6N3O at a distorted geometry, with properties calculated with ωB97M-V/def2-TZVPD.

Geometry as XYZ:
```
12
C2H6N3O, DFT ωB97M-V/def2-TZVPD
C 0.43895 1.42457 0.13693
C 0.67032 0.23078 -0.53440
N -2.23070 1.34955 0.33933
N 0.56716 -1.03274 -0.02363
N -1.40677 1.92653 -0.19954
O -1.26945 -2.91883 -0.23721
H 0.57990 1.47649 1.26200
H 0.87033 2.38668 -0.28447
H -0.36413 -2.77193 -0.09790
H 0.51398 0.34860 -1.53689
H -1.65434 -2.00063 -0.56433
H 0.33752 -0.90441 0.92017
```

The calculation puts the energy relative to the best compared isomer or geometry (same formula, charge and spin) at 0.000 eV. As for the orbital gap: 6.827 eV. For the strongest force on any atom, the calculation gives 4.8 eV/Å. Its total charge is -1.

Atomic partial charges in e from the Mulliken method, atoms 1 to 4: -0.771, -0.267, -0.382, -0.724



No. 10
Below is the ion C2H6N3O with charge +1 at a distorted geometry, with properties calculated with ωB97M-V/def2-TZVPD.

Geometry as XYZ:
```
12
C2H6N3O, DFT ωB97M-V/def2-TZVPD
N -0.85078 -1.17021 0.14078
O -1.87080 -0.17141 -0.14698
C -1.35457 1.02187 -0.14179
N -0.11829 1.25267 0.12860
C 0.92763 0.46630 0.45472
N 1.85920 0.04312 -0.37213
H -1.27275 -1.86654 0.88235
H -0.70183 -1.80908 -0.73211
H -2.10497 1.82151 -0.24989
H 0.83533 0.12759 1.53760
H 2.78430 -0.38926 -0.28093
H 1.86754 0.67344 -1.22021
```

Its SMILES is NO/C=N\C=[NH2+]. The calculation puts the energy relative to the best compared isomer or geometry (same formula, charge and spin) at 3.600 eV. As for the orbital gap: 11.341 eV. For the strongest force on any atom, the calculation gives 3.7 eV/Å. Its total charge is +1.

Atomic partial charges in e from the Mulliken method, atoms 1 to 4: -0.509, -0.197, 0.121, -0.449